Record 1
{
  "formula": "C4H5N3O2",
  "method": "wB97M-V/def2-TZVPD",
  "gap_ev": 9.800,
  "total_energy_ha": -469.92574,
  "molar_mass_g_mol": 127.103,
  "total_charge": 0,
  "elements": ["C", "C", "C", "C", "N", "N", "N", "O", "O", "H", "H", "H", "H", "H"],
  "xyz": [[0.363405, -1.128384, 0.172997], [1.665569, -1.512679, 0.187602], [0.249459, -0.396523, 1.582621], [-0.792943, -1.202067, -0.761124], [2.288749, -1.215793, 1.394300], [1.520047, -0.654592, 2.161537], [2.508295, -2.358976, -1.344449], [3.665780, -2.446713, -1.374986], [1.618982, -2.555507, -2.103915], [0.401234, 0.687809, 1.458076], [-0.719111, -0.794248, 1.916570], [-0.780233, -2.062819, -1.384861], [-0.635444, -0.337896, -1.467802], [-1.779346, -1.288637, -0.166612]],
  "forces_ev_per_a": [[1.2, 0.6, 1.0], [-0.8, -1.0, -2.4], [-0.1, -1.3, -3.8], [-0.5, 0.7, 0.5], [2.0, -0.8, -1.2], [-0.2, 0.2, 3.0], [-3.5, 2.8, 4.3], [1.6, -0.5, -0.4], [0.2, -0.7, -1.3], [-1.2, 0.0, -0.1], [0.6, 0.7, 1.2], [0.3, -0.8, -0.4], [-1.0, -0.6, 0.8], [1.4, 0.9, -1.1]],
  "mulliken_charge": [0.683, -0.160, -0.315, -1.042, -0.164, -0.435, 0.830, -0.482, -0.478, 0.280, 0.379, 0.347, 0.246, 0.311]
}

Record 2
{
  "formula": "C46H90F3N3O3",
  "method": "wB97M-V/def2-TZVPD",
  "smiles": "CCOCC[C@@](C#N)([C@H](C#N)CCC(F)=C(F)F)N(C(C)=O)C(C)=O.CCCCCC.CCCCCC.CCCCCC.CCCCCC.CCCCCC",
  "gap_ev": 8.771,
  "total_energy_ha": -2496.15345,
  "molar_mass_g_mol": 790.238,
  "total_charge": 0,
  "elements": ["C", "C", "O", "C", "C", "C", "C", "N", "C", "C", "N", "C", "C", "C", "F", "C", "F", "F", "N", "C", "C", "O", "C", "C", "O", "H", "H", "H", "H", "H", "H", "H", "H", "H", "H", "H", "H", "H", "H", "H", "H", "H", "H", "H", "H", "C", "C", "C", "C", "C", "C", "H", "H", "H", "H", "H", "H", "H", "H", "H", "H", "H", "H", "H", "H", "C", "C", "C", "C", "C", "C", "H", "H", "H", "H", "H", "H", "H", "H", "H", "H", "H", "H", "H", "H", "C", "C", "C", "C", "C", "C", "H", "H", "H", "H", "H", "H", "H", "H", "H", "H", "H", "H", "H", "H", "C", "C", "C", "C", "C", "C", "H", "H", "H", "H", "H", "H", "H", "H", "H", "H", "H", "H", "H", "H", "C", "C", "C", "C", "C", "C", "H", "H", "H", "H", "H", "H", "H", "H", "H", "H", "H", "H", "H", "H"],
  "xyz": [[-4.817877, 0.924585, -1.877847], [-4.012170, 0.074957, -2.868136], [-2.754601, 0.728181, -3.068994], [-1.722465, 0.101901, -2.350360], [-0.394613, 0.776355, -2.616087], [-0.230573, 2.204428, -1.995874], [-1.336819, 2.490708, -1.038938], [-2.191006, 2.799264, -0.326107], [1.078999, 2.153166, -1.136420], [1.048910, 3.139160, -0.035171], [1.198458, 4.069358, 0.637416], [2.375615, 2.239591, -1.976102], [3.210512, 0.946755, -1.908924], [3.802801, 0.696045, -0.552219], [3.222730, 1.184575, 0.568347], [4.936189, -0.025620, -0.399158], [5.076756, -1.275533, -0.777193], [6.040022, 0.414756, 0.164840], [-0.130689, 3.161183, -3.097753], [-1.330878, 3.246062, -3.930226], [-1.199636, 2.718353, -5.343253], [-2.357198, 3.746469, -3.568455], [0.270688, 4.517354, -2.684205], [-0.633122, 5.461837, -1.935216], [1.369409, 4.883570, -3.009983], [-4.106360, 1.258747, -1.127228], [-5.655059, 0.384802, -1.445930], [-5.120967, 1.815483, -2.422167], [-3.857856, -0.941623, -2.501741], [-4.498157, 0.028079, -3.840171], [-1.635627, -0.925130, -2.735850], [-1.948477, -0.018450, -1.284691], [0.365041, 0.100293, -2.233575], [-0.240420, 0.800606, -3.690008], [1.089625, 1.186223, -0.638293], [2.982189, 3.087582, -1.672667], [2.166977, 2.390663, -3.030160], [2.573406, 0.117292, -2.239699], [4.017947, 1.013569, -2.630274], [-1.287546, 1.635018, -5.342833], [-0.260734, 3.051568, -5.779805], [-2.031270, 3.112708, -5.917417], [-1.519283, 5.010004, -1.507466], [-0.980420, 6.199514, -2.662004], [-0.048968, 6.015744, -1.209937], [3.692993, -2.714707, -3.415492], [4.597198, -3.903147, -3.103051], [5.818723, -3.991290, -4.016782], [5.502596, -4.195059, -5.499565], [4.671308, -5.437922, -5.815974], [5.366875, -6.741790, -5.436402], [3.276320, -2.773435, -4.422545], [2.855125, -2.679165, -2.715442], [4.246055, -1.776974, -3.326815], [4.017254, -4.828701, -3.148395], [4.946800, -3.813169, -2.070969], [6.463903, -4.801695, -3.665818], [6.408367, -3.074493, -3.911159], [6.446405, -4.249709, -6.051097], [4.981660, -3.314326, -5.886376], [4.464866, -5.450014, -6.889383], [3.698904, -5.382039, -5.318915], [6.319722, -6.840533, -5.960289], [4.746789, -7.598321, -5.704682], [5.559153, -6.800516, -4.364093], [1.835679, 2.400657, 3.413328], [2.311846, 1.913989, 4.778723], [2.139341, 0.408177, 4.974622], [0.691494, -0.082954, 4.922065], [-0.248975, 0.568639, 5.934551], [0.143807, 0.296683, 7.383515], [0.767596, 2.221416, 3.276140], [2.001937, 3.472155, 3.305001], [2.373377, 1.898326, 2.613378], [1.792230, 2.464203, 5.568064], [3.372800, 2.156007, 4.887666], [2.589970, 0.120347, 5.929023], [2.711454, -0.119283, 4.204096], [0.685913, -1.166717, 5.079228], [0.289811, 0.075377, 3.916968], [-1.258340, 0.180521, 5.767333], [-0.304482, 1.647156, 5.764908], [0.157252, -0.776065, 7.587953], [-0.570868, 0.758849, 8.066698], [1.129104, 0.701831, 7.618174], [9.213118, -2.357857, 1.152960], [8.777378, -1.859634, -0.221710], [8.086170, -2.932178, -1.064458], [8.952970, -4.142983, -1.412777], [10.243590, -3.816071, -2.162435], [10.001801, -3.169165, -3.523137], [9.947360, -3.161404, 1.078002], [9.670596, -1.549567, 1.725273], [8.357352, -2.727896, 1.721497], [9.639705, -1.449606, -0.754585], [8.080982, -1.029855, -0.086429], [7.715426, -2.472869, -1.986037], [7.198245, -3.284955, -0.529337], [8.357005, -4.833990, -2.018220], [9.203693, -4.687652, -0.498199], [10.801551, -4.744555, -2.309478], [10.882773, -3.168986, -1.555863], [9.404147, -3.822178, -4.163093], [10.948881, -2.978581, -4.030177], [9.482673, -2.213893, -3.430143], [-7.245659, -2.074738, 7.217739], [-7.107830, -1.212999, 5.966142], [-5.770373, -1.394782, 5.249927], [-4.541583, -0.994237, 6.068489], [-4.540919, 0.451088, 6.565191], [-4.541937, 1.475491, 5.434161], [-6.494740, -1.821206, 7.967409], [-8.225766, -1.931408, 7.675147], [-7.141551, -3.134001, 6.973838], [-7.262782, -0.161989, 6.223902], [-7.909141, -1.476813, 5.270590], [-5.789068, -0.825150, 4.316519], [-5.663812, -2.444120, 4.956567], [-3.648283, -1.159365, 5.457031], [-4.442199, -1.662695, 6.928500], [-3.647368, 0.605615, 7.176694], [-5.395569, 0.629323, 7.223449], [-3.668183, 1.346506, 4.791677], [-4.514517, 2.489283, 5.836243], [-5.436492, 1.393770, 4.814889], [-6.896603, 3.560548, -0.096484], [-8.345888, 3.789060, 0.321180], [-9.143266, 2.493310, 0.462272], [-9.286555, 1.682992, -0.827525], [-9.934196, 2.432240, -1.991449], [-11.368592, 2.867120, -1.706410], [-6.830617, 3.085438, -1.076019], [-6.361047, 4.508921, -0.155702], [-6.378133, 2.927664, 0.626677], [-8.832829, 4.462466, -0.389523], [-8.355585, 4.305812, 1.284647], [-10.135188, 2.729039, 0.858272], [-8.664020, 1.861063, 1.216578], [-9.876570, 0.786565, -0.610717], [-8.302596, 1.323933, -1.143716], [-9.933992, 1.776233, -2.866192], [-9.333142, 3.303915, -2.263651], [-11.998375, 2.004494, -1.479123], [-11.794452, 3.373493, -2.573988], [-11.421442, 3.559542, -0.865145]],
  "forces_ev_per_a": [[0.7, -0.2, -0.7], [-0.2, 0.6, 0.4], [0.2, -0.1, -0.1], [0.0, -0.9, -0.6], [-0.6, 0.0, 0.2], [0.2, -1.0, 0.1], [-0.8, 0.4, 0.1], [0.7, -0.4, -0.4], [0.0, 0.2, 0.3], [0.9, 1.5, -0.2], [-0.4, -1.1, -0.4], [0.6, -0.4, 0.0], [-1.2, -0.7, 0.3], [0.5, -1.3, -0.5], [0.5, 1.6, -0.2], [-0.5, 0.7, 0.5], [0.7, 0.1, -1.5], [-0.1, -0.5, 1.4], [-0.4, 0.6, 0.4], [-0.7, -0.3, -0.9], [0.1, 0.4, 0.3], [0.3, 0.2, 0.5], [0.7, 0.7, 0.0], [-0.4, 0.0, -0.3], [-0.2, -0.3, 0.0], [-0.2, 0.0, 0.4], [-0.1, 0.1, 0.0], [-0.4, 0.1, 0.2], [0.1, -0.1, 0.0], [-0.1, -0.1, -0.1], [0.1, -0.1, 0.1], [0.0, 0.4, 0.1], [0.1, 0.1, 0.2], [0.0, 0.3, -0.1], [-0.3, -0.1, 0.0], [0.0, 0.1, 0.1], [-0.3, 0.2, 0.0], [-0.1, 0.0, 0.0], [0.1, 0.1, 0.0], [0.2, -0.1, 0.0], [0.1, -0.2, 0.0], [-0.1, 0.0, 0.0], [0.1, -0.1, 0.1], [0.0, 0.0, -0.1], [0.1, -0.2, 0.2], [-0.1, -0.1, 0.1], [0.1, 0.1, 0.0], [0.0, -0.1, 0.0], [-0.1, 0.1, 0.0], [0.1, 0.0, 0.0], [-0.1, 0.0, 0.0], [0.0, 0.0, 0.0], [0.0, 0.0, 0.0], [0.0, 0.0, -0.1], [0.0, 0.0, 0.0], [0.0, 0.0, 0.0], [0.0, 0.0, 0.0], [0.0, 0.0, 0.0], [0.0, 0.0, 0.0], [0.0, 0.0, 0.0], [0.0, 0.0, 0.0], [0.0, 0.0, 0.0], [0.0, 0.0, 0.0], [0.0, 0.0, 0.0], [0.0, 0.0, 0.0], [-0.1, 0.1, 0.3], [0.1, -0.1, -0.2], [0.0, 0.0, 0.1], [0.0, 0.0, -0.1], [0.0, -0.1, 0.1], [-0.1, 0.1, 0.0], [0.0, 0.0, 0.0], [0.0, 0.0, -0.1], [0.0, -0.1, -0.1], [0.0, 0.0, 0.0], [0.0, 0.0, 0.0], [0.0, 0.0, 0.0], [0.0, 0.0, 0.0], [0.0, 0.0, 0.0], [0.0, 0.0, 0.0], [0.0, 0.0, 0.0], [0.0, 0.0, 0.0], [0.0, 0.0, 0.0], [0.0, 0.0, 0.0], [0.0, 0.0, 0.0], [0.1, 0.1, -0.1], [-0.1, -0.1, 0.1], [0.0, 0.0, -0.1], [0.0, 0.0, 0.1], [-0.1, -0.1, -0.1], [0.1, 0.0, 0.1], [0.0, 0.0, 0.0], [0.0, 0.0, 0.0], [0.0, 0.0, 0.0], [0.0, 0.0, 0.0], [0.0, 0.0, 0.0], [0.0, 0.0, 0.0], [0.0, 0.0, 0.0], [0.0, 0.0, 0.0], [0.0, 0.0, 0.0], [0.0, 0.0, 0.0], [0.0, 0.0, 0.0], [0.0, 0.0, 0.0], [0.0, 0.0, 0.0], [0.0, 0.0, 0.0], [-0.1, 0.1, 0.0], [0.0, -0.2, 0.0], [0.0, 0.1, -0.1], [0.0, 0.0, 0.1], [0.1, 0.0, -0.1], [0.0, 0.0, 0.1], [0.0, 0.0, 0.0], [0.0, 0.0, 0.0], [0.0, 0.0, 0.0], [0.0, 0.0, 0.0], [0.0, 0.0, 0.0], [0.0, 0.0, 0.0], [0.0, 0.0, 0.0], [0.0, 0.0, 0.0], [0.0, 0.0, 0.0], [0.0, 0.0, 0.0], [0.0, 0.0, 0.0], [0.0, 0.0, 0.0], [0.0, 0.0, 0.0], [0.0, 0.0, 0.0], [-0.1, 0.1, 0.0], [0.1, -0.1, 0.1], [-0.1, 0.0, 0.0], [0.1, 0.0, 0.0], [-0.1, -0.1, 0.0], [0.1, 0.1, -0.1], [0.0, 0.0, 0.0], [0.1, 0.0, 0.0], [0.0, 0.0, 0.0], [0.0, 0.0, 0.0], [0.0, 0.0, 0.0], [0.0, 0.0, 0.0], [0.0, 0.0, 0.0], [0.0, 0.0, 0.0], [0.0, 0.0, 0.0], [0.0, 0.0, 0.0], [0.0, 0.0, 0.0], [0.0, 0.0, 0.0], [0.0, 0.0, 0.0], [0.0, 0.0, 0.0]],
  "mulliken_charge": [-0.788, -0.663, -0.201, -1.206, -1.116, 2.840, -0.711, -0.668, 0.112, -0.837, -0.681, -0.925, -0.769, 0.430, -0.083, -0.126, -0.115, -0.245, 0.301, 0.824, -1.513, -0.466, 0.609, -1.296, -0.544, 0.143, 0.405, 0.278, 0.387, 0.350, 0.594, 0.376, -0.086, 0.140, 1.289, 0.462, 0.652, 0.108, 0.520, 0.253, 0.381, 0.454, 0.276, 0.406, 0.363, -1.191, -0.446, 0.059, -0.989, -0.501, -1.180, 0.415, 0.379, 0.201, 0.402, 0.250, 0.077, 0.165, 0.416, 0.360, 0.411, 0.241, 0.293, 0.387, 0.271, -0.759, -0.596, -0.829, -0.804, 0.378, -1.409, 0.314, 0.428, -0.009, 0.326, 0.395, 0.339, 0.376, 0.447, 0.272, -0.197, 0.277, 0.314, 0.413, 0.356, -1.383, -0.350, 0.248, -0.824, -0.523, -1.068, 0.330, 0.409, 0.305, 0.311, 0.131, -0.138, 0.399, 0.243, 0.399, 0.402, 0.253, 0.206, 0.403, 0.258, -1.195, -0.363, -0.838, -0.505, -0.386, -1.202, 0.284, 0.380, 0.293, 0.227, 0.363, 0.317, 0.397, 0.270, 0.357, 0.263, 0.392, 0.260, 0.386, 0.317, -0.938, -0.436, -0.686, -0.230, -0.384, -1.232, 0.065, 0.418, 0.281, 0.255, 0.349, 0.324, 0.341, 0.390, -0.096, 0.371, 0.252, 0.295, 0.382, 0.286]
}

What is the formula in the second record? C46H90F3N3O3